Entry a
DFT (ωB97M-V with the def2-TZVPD basis set) results for a structure of composition C32H33Cl7NO3PtS.

## Properties
**HOMO energy (alpha / beta)**: -3.964 / -3.982 eV
**Spin multiplicity**: 1
**Gap between HOMO and LUMO (alpha / beta)**: 5.38 / 5.42 eV
**Net charge**: -1

Atoms and positions in Å:
Pt -1.0574 0.1113 -0.0048
Cl -3.0256 -2.0564 -0.5573
C -1.6344 -2.2624 -1.5651
C -0.5290 -1.4158 -1.3390
C 0.5676 -1.6671 -2.1779
Cl 2.0233 -0.7244 -2.0851
C 0.5662 -2.6613 -3.1595
Cl 1.9528 -2.9406 -4.1463
C -0.5731 -3.4245 -3.3727
Cl -0.6149 -4.6068 -4.6261
C -1.6874 -3.2151 -2.5724
Cl -3.1242 -4.1222 -2.8562
Cl 2.9617 1.0635 0.2036
C 4.4858 1.6238 0.9133
Cl 4.3712 3.3158 1.4342
H 5.2673 1.5536 0.1658
H 4.7141 1.0191 1.7844
C -0.4206 4.2860 -2.3175
C -0.5109 4.1058 -0.8267
C -0.8136 5.1694 0.0151
C -0.8683 4.9790 1.3917
C -1.2105 6.1199 2.3160
C -0.6229 3.7310 1.9312
C -0.3725 2.6079 1.1128
C -0.2717 2.8614 -0.2792
N -0.2123 1.3134 1.5286
C -0.2430 0.8838 2.9289
C 0.9123 1.4831 3.7550
C 0.8828 0.9189 5.1803
C 1.0663 -0.6001 5.1492
C -0.0653 -1.2233 4.3285
C -1.4009 -0.9099 5.0036
C -1.5921 0.6066 5.0498
C -0.4541 1.2452 5.8509
C -1.5906 1.1681 3.6299
C -0.0424 -0.6445 2.9145
H -0.5663 5.3297 -2.5950
H -1.1881 3.6851 -2.8081
H 0.5533 3.9575 -2.6842
H -1.0213 6.1479 -0.4035
H -1.2815 7.0586 1.7673
H -0.4501 6.2292 3.0916
H -2.1699 5.9335 2.8024
H -0.6821 3.6329 3.0041
H -0.0194 2.0334 -0.9430
H 0.8529 2.5720 3.7842
H 1.8615 1.2225 3.2799
H 1.6980 1.3702 5.7576
H 1.0475 -0.9945 6.1712
H 2.0369 -0.8549 4.7120
H 0.0745 -2.3080 4.2765
H -1.4085 -1.3193 6.0200
H -2.2208 -1.3666 4.4430
H -2.5518 0.8427 5.5227
H -0.4561 0.8597 6.8764
H -0.5936 2.3302 5.8983
H -1.7917 2.2383 3.6571
H -2.3746 0.7145 3.0324
H -0.8345 -1.0880 2.3026
H 0.9141 -0.8727 2.4344
C -9.0774 -0.5959 1.2840
C -7.7690 0.0033 0.8409
C -7.1739 -0.3938 -0.3503
C -5.9457 0.1231 -0.7410
C -5.3161 1.0601 0.0550
C -5.9150 1.4950 1.2303
C -7.1327 0.9674 1.6200
S -3.5798 1.4798 -0.1105
O -3.1036 0.9639 -1.3902
O -3.4710 2.9079 0.0576
O -3.0690 0.6887 1.0378
H -9.1720 -1.6184 0.9201
H -9.9111 -0.0103 0.8893
H -9.1559 -0.6034 2.3708
H -7.6696 -1.1246 -0.9786
H -5.4648 -0.1993 -1.6557
H -5.3911 2.2269 1.8306
H -7.5879 1.2900 2.5493

***

Entry b
DFT (ωB97M-V with the def2-TZVPD basis set) results for a structure of composition C32H33Cl7NO3PtS.

## Properties
**HOMO energy**: -4.074 eV
**Spin multiplicity**: 1
**Gap between HOMO and LUMO**: 6.38 eV
**Net charge**: -1

Atoms and positions in Å:
Pt 1.3983 0.7452 1.5895
Cl 2.1528 -2.9002 2.5193
C 2.6433 -1.5415 3.4606
C 2.3329 -0.2515 3.0415
C 2.8878 0.7606 3.8157
Cl 2.5181 2.3141 3.0798
C 3.6413 0.6083 4.9549
Cl 4.2493 1.9776 5.8018
C 3.8873 -0.6975 5.3771
Cl 4.8070 -0.9723 6.8107
C 3.3967 -1.7614 4.6231
Cl 3.7392 -3.3735 5.1383
Cl -0.1483 0.9420 -2.6464
C -0.6316 -0.2212 -3.8744
Cl 0.6293 -1.4240 -4.1999
H -0.8453 0.3054 -4.7972
H -1.5050 -0.7537 -3.5132
C 4.4208 -1.0636 -2.1857
C 3.1739 -1.7029 -1.6312
C 2.8376 -3.0151 -1.9641
C 1.6733 -3.5704 -1.4544
C 1.2775 -4.9821 -1.8072
C 0.8582 -2.8315 -0.6064
C 1.1651 -1.5035 -0.2423
C 2.3484 -0.9709 -0.8018
N 0.4305 -0.7271 0.6204
C -0.9697 -0.9962 0.9713
C -1.8268 -1.2795 -0.2826
C -3.2917 -1.5238 0.0922
C -3.8689 -0.2621 0.7336
C -3.0538 0.0662 1.9849
C -3.1789 -1.0860 2.9837
C -2.6063 -2.3566 2.3530
C -3.3877 -2.6920 1.0786
C -1.1321 -2.1309 2.0042
C -1.5824 0.2688 1.6084
H 4.8503 -1.6670 -2.9868
H 5.1790 -0.9457 -1.4080
H 4.2040 -0.0693 -2.5797
H 3.4761 -3.5927 -2.6247
H 2.0414 -5.4630 -2.4192
H 0.3390 -4.9968 -2.3672
H 1.1322 -5.5888 -0.9103
H -0.0084 -3.3272 -0.1946
H 2.6011 0.0630 -0.5894
H -1.4489 -2.1332 -0.8425
H -1.7454 -0.4068 -0.9357
H -3.8550 -1.7661 -0.8154
H -4.9227 -0.4127 0.9956
H -3.8196 0.5707 0.0247
H -3.4288 0.9892 2.4382
H -4.2295 -1.2363 3.2580
H -2.6305 -0.8479 3.9005
H -2.6865 -3.1877 3.0612
H -4.4372 -2.8924 1.3223
H -2.9800 -3.5999 0.6207
H -0.6932 -3.0590 1.6373
H -0.5691 -1.8540 2.9013
H -1.0118 0.5262 2.5070
H -1.4769 1.1015 0.9094
C -2.5279 5.7102 -4.2176
C -1.5807 5.1380 -3.1969
C -0.2447 4.9185 -3.5047
C 0.6325 4.4039 -2.5577
C 0.1704 4.1091 -1.2913
C -1.1619 4.3255 -0.9599
C -2.0277 4.8333 -1.9108
S 1.2458 3.3927 -0.0819
O 2.5520 3.2728 -0.6840
O 1.1615 4.2125 1.1088
O 0.5780 2.0599 0.1173
H -2.1414 5.5823 -5.2287
H -2.6797 6.7796 -4.0528
H -3.5051 5.2286 -4.1622
H 0.1161 5.1419 -4.5025
H 1.6710 4.2136 -2.7935
H -1.5081 4.0834 0.0368
H -3.0700 4.9927 -1.6571

***

The structure with the most favorable energy is entry b; the runner-up is 67.7 kcal/mol above it.

***

Entry a
DFT (ωB97M-V with the def2-TZVPD basis set) results for a cluster of 2 separate species, C10H10N2O2 in total.

## Properties
**HOMO energy**: -9.269 eV
**Spin multiplicity**: 1
**Gap between HOMO and LUMO**: 9.50 eV

Atoms and positions in Å:
O -1.9823 2.5324 2.6384
C -1.3536 2.8720 1.5982
C -0.8198 4.1440 1.4673
C -0.2819 4.5924 0.3296
N 0.0210 3.7030 -0.6374
C -0.6400 2.4520 -0.5962
O -0.8917 1.9557 -1.7443
N -1.1025 1.9721 0.5454
H -1.0476 4.8210 2.3665
H 0.0408 5.6466 0.5316
H 0.0478 4.1654 -1.6923
H -1.8051 1.2049 0.4116
C 0.3379 -2.7352 -1.6021
C 1.4528 -3.5664 -1.6208
C 2.0044 -4.0892 -0.4710
C 1.3712 -3.8481 0.7540
C 0.1390 -3.1749 0.7456
C -0.2956 -2.5505 -0.3998
H -0.1083 -2.3410 -2.5138
H 1.8562 -3.7231 -2.5894
H 2.9103 -4.6890 -0.4534
H 1.7853 -4.2708 1.6212
H -0.3877 -3.0659 1.6853
H -1.2505 -2.0073 -0.3743

***

Entry b
DFT (ωB97M-V with the def2-TZVPD basis set) results for a structure of composition C10H10N2O2.

## Properties
**HOMO energy**: -8.212 eV
**Spin multiplicity**: 1
**Gap between HOMO and LUMO**: 8.64 eV

Atoms and positions in Å:
C 3.5431 0.2439 -0.9568
C 2.3889 0.9703 -0.7632
C 3.3672 -1.1564 -0.9428
C 1.0702 0.3952 -0.5762
C 1.0439 -1.0192 -0.5548
C -0.6580 -1.5211 1.0462
C -0.2103 -1.8148 -0.4096
C -2.6315 1.5896 1.8765
C -2.3198 1.1127 -0.0065
C -2.0307 0.4438 1.1192
N 2.1695 -1.7200 -0.7439
N -1.5311 -0.6876 1.5788
O -3.0128 2.1745 0.5838
O -2.2045 0.9696 -1.3814
H 4.4679 0.6728 -0.8629
H 2.3507 2.0681 -1.0974
H 4.1629 -1.7823 -0.9385
H -0.3197 -2.2685 1.6929
H -1.1190 -1.5423 -0.9330
H -0.1085 -2.8847 -0.4584
H -3.5833 1.2996 2.3642
H -1.9620 2.2801 2.4125
H 0.2037 1.0837 -0.2978
H -3.0767 1.0928 -1.7509

***

The structure with the most favorable energy is entry a; the runner-up is 75.7 kcal/mol above it.